(a)
10
Properties=species:S:1:pos:R:3:nbo_charge:R:1 method="wB97M-V/def2-TZVPD" multiplicity=1 lumo_ha=0.0002 homo_lumo_gap_ev=10.344 homo_energy_ev=-10.3
O 1.895 0.467 -1.614 -0.50
C 2.185 -0.214 -0.658 0.37
C 1.103 -0.715 0.176 -0.18
C 0.002 -0.298 0.442 0.11
C -1.248 0.439 0.344 -0.15
O -2.301 -0.210 1.003 -0.68
H 3.221 -0.388 -0.357 0.14
H -1.102 1.437 0.773 0.22
H -1.421 0.583 -0.737 0.20
H -2.332 -1.101 0.627 0.47

(b)
10
Properties=species:S:1:pos:R:3:nbo_charge:R:1 method="wB97M-V/def2-TZVPD" multiplicity=1 lumo_ha=0.0280 homo_lumo_gap_ev=10.050 homo_energy_ev=-9.3
O -0.848 -2.122 -0.646 -0.47
C -0.491 -1.043 -0.274 0.57
C 0.868 -0.339 -0.278 -0.55
C 0.167 0.924 0.148 0.11
O -0.953 1.171 -0.596 -0.44
C -1.249 0.145 0.361 -0.15
H 1.418 -0.238 -1.207 0.24
H 1.493 -0.796 0.502 0.24
H 0.559 1.777 0.706 0.21
H -0.821 0.468 1.353 0.24

Q: Which of them is the least stable? A: (b).

(a)
10
Properties=species:S:1:pos:R:3:nbo_charge:R:1 method="wB97M-V/def2-TZVPD" multiplicity=1 lumo_ha=-0.0063 homo_lumo_gap_ev=8.718 homo_energy_ev=-8.9
O -0.618 1.271 -0.760 -0.51
C -0.864 0.025 -1.194 0.35
C 0.624 0.829 -0.252 -0.14
C 0.329 -0.277 0.768 0.04
O -0.964 -0.152 1.302 -0.45
C -0.796 -0.879 0.073 -0.13
H 0.973 0.246 -1.212 0.18
H 1.291 1.658 -0.141 0.23
H 1.089 -0.792 1.351 0.22
H -1.064 -1.929 0.065 0.21

(b)
10
Properties=species:S:1:pos:R:3:nbo_charge:R:1 method="wB97M-V/def2-TZVPD" multiplicity=1 lumo_ha=0.0058 homo_lumo_gap_ev=9.705 homo_energy_ev=-9.5
C -0.167 -0.767 1.759 -0.38
C 0.145 0.012 0.750 -0.03
C 0.562 0.983 -0.168 0.39
O 0.328 2.168 -0.355 -0.58
C 0.268 -0.148 -1.019 0.09
O -0.554 0.068 -2.072 -0.66
H -0.856 -1.564 1.520 0.22
H 0.182 -0.694 2.790 0.23
H 0.801 -1.089 -1.093 0.22
H -0.708 1.030 -2.111 0.50

Q: Which of them is the least stable? A: (a).

(a)
10
Properties=species:S:1:pos:R:3:lowdin_charge:R:1 method="wB97M-V/def2-TZVPD" multiplicity=1 lumo_ha=0.0337 homo_lumo_gap_ev=9.591 homo_energy_ev=-8.7
O 0.514 -0.840 1.632 0.07
C -0.165 -0.478 0.539 -0.38
C 0.335 -0.613 -0.861 0.01
C -0.020 0.817 -0.588 -0.22
O -1.383 0.992 -0.642 -0.04
C -1.088 0.597 0.711 0.02
H -0.319 -1.087 -1.591 0.13
H 1.392 -0.847 -0.981 0.13
H 0.666 1.656 -0.536 0.16
H 0.076 -0.271 2.303 0.12

(b)
10
Properties=species:S:1:pos:R:3:nbo_charge:R:1 method="wB97M-V/def2-TZVPD" multiplicity=1 lumo_ha=0.0335 homo_lumo_gap_ev=11.394 homo_energy_ev=-10.5
C -0.411 1.472 1.871 -0.19
C -0.142 0.471 1.260 -0.05
C 0.146 -0.768 0.535 -0.16
O 1.037 -0.531 -0.567 -0.49
C 0.466 -0.402 -1.775 0.65
O -0.707 -0.496 -2.016 -0.58
H -0.646 2.369 2.402 0.24
H -0.783 -1.207 0.161 0.24
H 0.663 -1.484 1.180 0.22
H 1.251 -0.205 -2.520 0.13

(c)
10
Properties=species:S:1:pos:R:3:nbo_charge:R:1 method="wB97M-V/def2-TZVPD" multiplicity=1 lumo_ha=-0.0038 homo_lumo_gap_ev=7.925 homo_energy_ev=-8.0
O -2.115 -0.735 1.073 -0.67
C -1.328 -0.220 0.088 -0.01
C -0.255 -0.787 -0.429 -0.03
C 0.981 -0.894 -0.769 -0.21
C 1.954 -0.054 -0.359 0.21
O 1.646 1.239 -0.184 -0.64
H -2.942 -0.241 1.086 0.48
H -1.605 0.749 -0.328 0.18
H 2.990 -0.292 -0.151 0.19
H 0.673 1.237 -0.029 0.48

(d)
10
Properties=species:S:1:pos:R:3:nbo_charge:R:1 method="wB97M-V/def2-TZVPD" multiplicity=1 lumo_ha=0.0321 homo_lumo_gap_ev=9.736 homo_energy_ev=-8.9
O -2.269 -0.115 -0.092 -0.66
C -0.898 -0.020 -0.121 0.53
C -0.068 0.994 -0.032 -0.37
C 1.279 0.416 0.032 -0.30
C 1.061 -0.905 -0.033 0.07
O -0.297 -1.187 -0.077 -0.42
H -2.345 -0.507 0.721 0.47
H -0.287 2.072 -0.177 0.23
H 2.081 1.077 -0.096 0.23
H 1.744 -1.825 -0.125 0.22

Q: Which of them is the least stable? A: (a).

(a)
10
Properties=species:S:1:pos:R:3:nbo_charge:R:1 method="wB97M-V/def2-TZVPD" multiplicity=1 lumo_ha=0.0059 homo_lumo_gap_ev=9.620 homo_energy_ev=-9.5
O -0.637 2.775 0.378 -0.51
C -0.719 1.574 0.474 0.40
C -0.725 0.654 -0.697 -0.34
C -0.255 -0.552 -0.474 -0.02
C 0.372 -1.580 0.047 0.08
O 1.724 -1.676 0.169 -0.66
H -0.726 1.055 1.458 0.11
H -1.007 1.048 -1.673 0.24
H -0.136 -2.473 0.395 0.21
H 2.110 -0.824 -0.078 0.48

(b)
10
Properties=species:S:1:pos:R:3:nbo_charge:R:1 method="wB97M-V/def2-TZVPD" multiplicity=1 lumo_ha=0.0323 homo_lumo_gap_ev=11.144 homo_energy_ev=-10.3
O 0.674 1.422 0.954 -0.59
C 0.333 0.419 1.526 0.65
O 0.072 -0.759 0.941 -0.49
C 0.153 -0.773 -0.475 -0.11
C -1.422 -0.625 -1.074 -0.12
C -0.884 0.473 -1.366 -0.22
H 0.193 0.322 2.611 0.13
H 0.997 -0.143 -0.782 0.22
H 0.377 -1.793 -0.780 0.25
H -0.493 1.457 -1.554 0.27

Q: Which of them is the least stable? A: (b).

(a)
19
Properties=species:S:1:pos:R:3:nbo_charge:R:1 method="wB97M-V/def2-TZVPD" multiplicity=1 lumo_ha=0.1551 homo_lumo_gap_ev=8.620 homo_energy_ev=-4.4 charge=-1
C 0.886 0.593 1.256 -0.21
C -0.201 -0.466 1.451 -0.42
C 0.365 -1.880 1.409 -0.61
N 0.402 1.936 0.998 -0.87
H 1.495 0.283 0.402 0.20
H 1.547 0.602 2.133 0.15
H -0.927 -0.346 0.644 0.24
H -0.715 -0.281 2.404 0.16
H 1.136 -2.042 2.170 0.17
H 0.820 -2.037 0.428 0.23
H -0.407 -2.640 1.546 0.19
H -0.203 2.241 1.751 0.32
H -0.138 1.911 0.132 0.42
N -0.638 0.463 -3.545 -0.91
C -0.518 0.350 -2.127 0.87
O -0.975 1.318 -1.468 -0.83
O 0.040 -0.687 -1.708 -0.81
H -0.616 -0.419 -4.026 0.36
H -1.354 1.102 -3.848 0.36

(b)
19
Properties=species:S:1:pos:R:3:nbo_charge:R:1 method="wB97M-V/def2-TZVPD" multiplicity=1 lumo_ha=0.1500 homo_lumo_gap_ev=8.292 homo_energy_ev=-4.2 charge=-1
N 1.192 1.362 3.339 -0.91
C 0.588 0.891 2.121 0.86
O -0.248 -0.034 2.252 -0.82
O 0.983 1.436 1.066 -0.81
H 1.453 2.334 3.266 0.35
H 0.602 1.158 4.132 0.35
C 0.623 -2.031 -1.834 -0.61
C 0.356 -0.672 -1.209 -0.23
N -1.084 -0.393 -1.357 -0.64
C -1.522 0.911 -0.841 -0.41
H 1.660 -2.356 -1.754 0.20
H 0.294 -2.027 -2.875 0.19
H 0.013 -2.785 -1.324 0.19
H 0.892 0.133 -1.719 0.18
H 0.661 -0.625 -0.161 0.23
H -1.563 -1.096 -0.802 0.34
H -2.566 1.040 -1.144 0.16
H -1.361 1.061 0.223 0.23
H -0.973 1.692 -1.379 0.18

Q: Which of them is the least stable? A: (b).

(a)
17
Properties=species:S:1:pos:R:3:nbo_charge:R:1 method="wB97M-V/def2-TZVPD" multiplicity=1 lumo_ha=-0.0017 homo_lumo_gap_ev=9.246 homo_energy_ev=-9.3
C -2.677 0.739 -0.129 -0.44
N -1.661 -0.273 0.177 -0.97
Si 0.100 -0.011 -0.605 1.58
C 0.253 -2.017 -0.682 -1.08
O 1.962 0.800 -0.649 -0.83
C 2.731 1.088 0.490 -0.23
H -3.595 0.255 0.156 0.19
H -2.702 1.593 0.592 0.19
H -2.701 0.802 -1.313 0.21
H -1.668 -0.380 1.193 0.37
H -0.503 0.859 -1.713 -0.20
H 0.772 -2.551 0.124 0.24
H -0.728 -2.451 -0.889 0.25
H 0.951 -2.388 -1.488 0.24
H 2.301 0.466 1.293 0.15
H 2.713 2.158 0.773 0.16
H 3.782 0.848 0.247 0.17

(b)
17
Properties=species:S:1:pos:R:3:nbo_charge:R:1 method="wB97M-V/def2-TZVPD" multiplicity=1 lumo_ha=0.0340 homo_lumo_gap_ev=9.243 homo_energy_ev=-8.3
C 2.862 -0.136 -0.481 -0.22
O 1.507 0.038 -0.373 -0.90
Si 0.548 0.016 0.837 1.64
N -0.991 0.112 0.158 -0.88
C -1.417 -0.872 -0.819 -0.40
C -2.003 1.058 0.456 -0.38
H 3.155 -0.990 0.146 0.17
H 3.343 0.746 -0.168 0.17
H 3.131 -0.318 -1.455 0.18
H 0.683 -1.244 1.595 -0.26
H 0.569 1.087 1.869 -0.24
H -1.084 -0.613 -1.852 0.18
H -0.853 -1.744 -0.506 0.20
H -2.546 -1.033 -0.900 0.20
H -1.543 1.996 0.751 0.20
H -2.597 1.080 -0.444 0.18
H -2.764 0.817 1.188 0.17

Q: Which of them is the least stable? A: (a).